ORCA calculation (ωB97M-V with the def2-TZVPD basis set) on C22H24NO4RhS as an isolated structure.

Summary:
Charge: -2
2S+1: 5
Expectation value of S²: 6.04
Lowest unoccupied orbital energy (alpha / beta) in Eh: 0.1709 / 0.1476
HOMO level (alpha / beta) in Ha: 0.0783 / -0.0668
HOMO-LUMO gap (alpha / beta) in eV: 2.5 / 5.8

Structure (XYZ):
```
53
Properties=species:S:1:pos:R:3:mulliken_spin:R:1
Rh 0.8054 0.3386 -0.4273 0.685
C 1.1445 -2.0494 1.3586 0.182
C -0.2786 -2.1759 1.3872 0.118
C -0.7170 -2.5293 0.0762 0.356
H -0.9126 -2.1022 2.2715 0.020
C 0.4391 -2.7012 -0.7512 -0.100
C 1.5921 -2.4035 0.0409 0.408
H 2.6290 -2.5104 -0.2965 -0.018
H 1.7669 -1.7329 2.2001 0.007
H -1.7532 -2.6147 -0.2496 0.004
H 0.4390 -2.9997 -1.8040 0.000
C 2.1132 1.5994 0.4049 0.013
C 2.7784 0.3820 0.0849 0.137
C 2.6386 0.1424 -1.3147 0.090
H 3.2913 -0.2686 0.8023 -0.030
C 1.9012 1.2258 -1.8829 0.046
C 1.5520 2.1399 -0.8169 0.170
H 0.7493 2.8711 -0.8377 -0.010
H 2.0081 1.9565 1.4303 -0.006
H 2.9809 -0.7648 -1.8324 -0.015
H 1.5396 1.2229 -2.9145 -0.022
O -0.7107 -0.3418 -1.8052 -0.062
C -0.3621 0.0317 -4.7289 0.639
C -1.5923 0.2458 -3.9494 0.088
C 0.1572 -1.3237 -4.9361 0.043
C 0.3004 1.1752 -5.3737 0.048
C -1.3557 0.6697 -2.4634 0.131
H -2.1600 -0.7014 -3.9152 0.011
H -2.2060 1.0348 -4.4253 0.011
H -0.8394 1.6663 -2.4541 -0.026
H -2.3424 0.8023 -1.9702 -0.007
H -0.3200 -1.8051 -5.8070 0.047
H -0.0246 -1.9637 -4.0595 -0.001
H 1.2375 -1.3067 -5.1397 0.009
H -0.1088 1.3663 -6.3789 0.022
H 1.3722 0.9801 -5.5139 0.011
H 0.1857 2.1070 -4.8017 0.010
O 1.8739 1.6500 5.0697 0.003
S 1.2133 0.5415 4.4522 0.041
O 1.6372 -0.7819 4.8022 0.007
N 0.9907 0.7175 2.8192 0.047
C -0.2934 0.8192 2.4541 0.159
O -0.7149 0.8063 1.2504 0.059
C -1.2300 0.8210 3.5917 0.171
C -2.6279 0.8173 3.5660 0.087
C -3.2982 0.7114 4.7830 -0.052
C -2.5830 0.5699 5.9972 0.347
C -1.1750 0.5197 5.9937 -0.081
C -0.5271 0.6569 4.7720 0.121
H -3.1211 0.8905 2.5931 0.033
H -4.3905 0.7286 4.8045 0.006
H -3.1182 0.4895 6.9501 0.051
H -0.5739 0.3799 6.8941 -0.006
```

ORCA calculation (ωB97M-V with the def2-TZVPD basis set) on C22H25AuN2SSeSi as an isolated structure.

Summary:
ΔE to the lowest compared entry with this formula, charge and spin in kcal/mol: 46.0
Lowest unoccupied orbital energy (alpha / beta) in Eh: -0.0904 / -0.0896
HOMO level (alpha / beta) in Ha: -0.2618 / -0.2620
HOMO-LUMO gap (alpha / beta) in eV: 4.7 / 4.7

Structure (XYZ):
```
53
Properties=species:S:1:pos:R:3:mulliken_charge:R:1
Au 0.7703 0.2949 -1.2959 0.485
S 2.4132 2.1769 2.8343 -0.391
C 0.9950 3.1490 2.6125 1.022
C 0.4494 4.1078 3.4617 -0.682
C -0.7323 4.7118 3.0801 -0.400
C -1.3629 4.3643 1.8782 -0.846
C -0.8137 3.4227 1.0330 -0.255
C 0.3869 2.8174 1.3983 -0.600
N 1.0640 1.8451 0.6754 -0.103
C 2.1020 1.4013 1.3090 0.877
C 2.9058 0.2908 0.7857 0.286
C 4.0439 -0.1711 1.4397 -0.754
C 4.7650 -1.2308 0.9153 -0.759
C 4.3482 -1.8285 -0.2666 -0.596
C 3.2048 -1.3765 -0.9170 -0.568
C 2.4691 -0.3198 -0.3987 0.483
H 0.9332 4.3636 4.3955 0.397
H -1.1829 5.4557 3.7244 0.378
H -2.2992 4.8381 1.6124 0.406
H -1.3028 3.1297 0.1141 0.449
H 4.3632 0.2971 2.3645 0.372
H 5.6471 -1.5940 1.4264 0.401
H 4.9059 -2.6583 -0.6820 0.406
H 2.8905 -1.8598 -1.8355 0.406
C -0.4490 -3.4330 2.8140 -0.972
Si -1.3230 -2.9183 1.2534 0.307
C -3.1408 -2.6483 1.5548 -1.093
C -1.0698 -4.2223 -0.0509 -1.036
Se -0.5481 -0.8048 0.7337 -0.033
H -0.8951 -4.3452 3.2230 0.350
H -0.5085 -2.6499 3.5734 0.299
H 0.6076 -3.6233 2.6115 0.274
H -3.5985 -3.5463 1.9807 0.366
H -3.6431 -2.4079 0.6153 0.306
H -3.3089 -1.8165 2.2436 0.321
H -1.4284 -5.1815 0.3365 0.380
H -0.0146 -4.3330 -0.3113 0.316
H -1.6251 -3.9992 -0.9588 0.331
C -0.6256 3.1217 -2.8129 -1.108
C -1.1766 1.7915 -3.2180 0.334
C -2.1313 1.5159 -4.1445 -0.618
C -2.2938 0.0892 -4.1671 -0.659
C -1.4235 -0.4308 -3.2544 0.539
C -1.1916 -1.8614 -2.9136 -1.039
N -0.7350 0.6017 -2.6486 0.083
H -1.0720 3.9056 -3.4225 0.358
H 0.4606 3.1678 -2.9371 0.237
H -0.8355 3.3494 -1.7658 0.065
H -2.6542 2.2486 -4.7423 0.423
H -2.9528 -0.4930 -4.7955 0.421
H -1.8096 -2.5033 -3.5415 0.387
H -1.4356 -2.0495 -1.8722 -0.222
H -0.1419 -2.1511 -3.0476 0.269
```

ORCA calculation (ωB97M-V with the def2-TZVPD basis set) on C22H25B2F4N10O4SeTi as an isolated structure.

Summary:
Charge: +1
2S+1: 3
Expectation value of S²: 2.02
ΔE to the lowest compared entry with this formula, charge and spin in kcal/mol: 15.4
Lowest unoccupied orbital energy (alpha / beta) in Eh: -0.1265 / -0.1560
HOMO level (alpha / beta) in Ha: -0.3990 / -0.3990
HOMO-LUMO gap (alpha / beta) in eV: 7.4 / 6.6

Structure (XYZ):
```
69
Properties=species:S:1:pos:R:3:mulliken_spin:R:1
Ti -0.5927 -0.1146 0.9496 0.865
C -2.9287 -3.6247 2.2806 0.000
C -2.4730 -2.3112 1.7571 0.050
N -1.2496 -1.9345 1.7769 -0.031
O -0.3058 -2.7630 2.3022 -0.002
B 0.6852 -1.8520 2.9199 0.003
F 1.6783 -2.5307 3.5252 0.000
F 0.0171 -0.9215 3.7090 0.005
O 1.2677 -0.9958 1.7005 -0.013
N 1.1470 0.3850 1.7819 -0.011
C 1.4899 1.0561 2.8106 0.033
C 2.4400 0.6171 3.8637 0.000
C 0.7961 2.3639 2.9129 0.019
N -0.4278 2.5647 2.5856 0.008
O -1.1568 1.5291 2.0143 -0.042
B -2.7616 1.8140 2.0663 0.016
F -3.1619 1.2454 3.2453 0.000
F -2.9976 3.1304 1.9121 0.000
O -3.2781 1.0568 0.8889 0.001
N -2.6910 -0.1808 0.9428 -0.010
C -3.3654 -1.1835 1.3670 0.071
C -4.8226 -1.1797 1.6450 -0.005
C 1.5025 3.5215 3.5466 0.003
H -2.6814 -3.6935 3.3419 0.003
H -2.3944 -4.4322 1.7796 0.002
H -3.9985 -3.7589 2.1488 -0.001
H 2.8959 -0.3355 3.6099 0.000
H 1.9067 0.5145 4.8104 0.002
H 3.2124 1.3759 3.9937 0.002
H -5.2558 -0.2325 1.3413 0.001
H -4.9935 -1.3213 2.7140 0.004
H -5.3112 -1.9978 1.1130 0.004
H 1.7393 3.2991 4.5884 0.001
H 0.8612 4.3977 3.5142 0.000
H 2.4387 3.7331 3.0276 0.000
N -0.6976 3.3401 -0.2929 0.003
C -1.1586 2.4419 -1.1592 0.019
N -1.7907 2.9392 -2.2199 -0.001
C -2.1748 2.0668 -3.1370 -0.003
N -2.8820 2.5076 -4.1784 0.003
N -1.8934 0.7410 -3.1022 -0.001
C -1.2813 0.3516 -2.0208 0.044
N -0.9215 1.1083 -0.9627 -0.024
C -0.8800 -1.0767 -1.9519 0.007
C -1.0980 -1.9408 -3.0054 -0.022
C -0.5971 -3.2289 -2.9112 0.010
C 0.1001 -3.5928 -1.7687 -0.008
C 0.2276 -2.6768 -0.7394 0.042
N -0.2723 -1.4386 -0.8175 -0.024
H -1.0109 4.2866 -0.4286 0.000
H -0.3470 3.0913 0.6126 0.004
H -3.1102 3.4837 -4.2406 0.000
H -3.1752 1.8646 -4.8908 0.000
H -1.6228 -1.5799 -3.8770 0.001
H -0.7360 -3.9334 -3.7201 0.000
H 0.5318 -4.5778 -1.6636 0.000
H 0.7366 -2.9403 0.1753 0.002
Se 2.3357 1.0443 -1.6159 0.841
C 3.7380 0.5048 -2.7277 -0.041
C 3.7920 0.9506 -4.0548 0.082
C 4.8347 0.5528 -4.8727 -0.051
C 5.8245 -0.2894 -4.3788 0.109
C 5.7765 -0.7376 -3.0632 -0.051
C 4.7397 -0.3437 -2.2360 0.080
H 3.0178 1.6076 -4.4273 -0.001
H 4.8794 0.9005 -5.8962 -0.001
H 6.6391 -0.5962 -5.0217 0.006
H 6.5512 -1.3905 -2.6837 -0.001
H 4.6936 -0.6803 -1.2091 0.003
```

ORCA calculation (ωB97M-V with the def2-TZVPD basis set) on C22H25BCuIN5O2 as an isolated structure.

Summary:
Charge: -1
ΔE to the lowest compared entry with this formula, charge and spin in kcal/mol: 6.7
Lowest unoccupied orbital energy in Eh: 0.0860
HOMO level in Ha: -0.1281
HOMO-LUMO gap in eV: 5.8

Structure (XYZ):
```
57
Properties=species:S:1:pos:R:3:mulliken_charge:R:1
Cu -3.9002 -0.1714 -1.8029 -0.638
C 4.0299 -2.8266 -2.2369 -1.622
C 4.0319 -1.3015 -2.4013 2.157
C 5.1963 -0.7402 -1.5843 -2.125
C 4.2778 -0.9559 -3.8751 -1.663
C 2.6792 -0.7339 -1.9573 0.207
C 2.5652 0.1875 -0.9212 -0.268
C 1.3232 0.7089 -0.5208 -1.550
C 0.2083 0.2761 -1.1864 1.027
O -1.0945 0.6124 -0.9921 -0.186
B -1.8989 -0.1366 -1.9441 -0.136
O -0.9429 -0.9099 -2.7043 -0.373
C 0.3006 -0.6425 -2.2203 0.228
C 1.5091 -1.1562 -2.6220 -0.985
H 4.9947 -3.2431 -2.5427 0.448
H 3.2517 -3.2944 -2.8426 0.317
H 3.8491 -3.1007 -1.1949 0.344
H 6.1318 -1.1787 -1.9414 0.441
H 5.0976 -0.9787 -0.5228 0.383
H 5.2740 0.3446 -1.6836 0.412
H 5.2448 -1.3505 -4.2028 0.449
H 4.2787 0.1266 -4.0202 0.363
H 3.5041 -1.3766 -4.5197 0.323
H 3.4489 0.5263 -0.3977 0.472
H 1.2488 1.4197 0.2925 0.801
H 1.5405 -1.8777 -3.4308 0.404
C -3.2429 2.1610 0.7125 -1.449
C -3.5408 0.7952 1.2206 0.957
N -3.8930 -0.2270 0.4866 -0.030
C -4.0308 -1.2972 1.3453 -0.989
C -3.7247 -0.9241 2.6130 -0.295
N -3.4068 0.4237 2.5323 0.298
C -2.9549 1.2337 3.6253 -0.937
N -1.6081 1.7342 3.4100 0.781
N -1.3540 3.0450 3.5717 -0.722
N -0.1136 3.2761 3.3615 -0.659
C 0.4909 2.0709 3.0275 0.817
C 1.8200 1.7838 2.6944 -0.811
C 2.1188 0.4829 2.3834 -0.529
C 1.1209 -0.5258 2.3935 -0.473
C -0.1810 -0.2607 2.7266 -0.838
C -0.4695 1.0753 3.0564 0.955
H -3.6348 2.2303 -0.3011 0.297
H -2.1661 2.3297 0.6674 0.070
H -3.6977 2.9360 1.3336 0.493
H -4.3163 -2.2708 0.9810 0.467
H -3.7046 -1.4565 3.5494 0.404
H -2.9857 0.6064 4.5151 0.329
H -3.5675 2.1178 3.7878 0.360
H 2.5674 2.5659 2.6694 0.378
H 3.1279 0.2164 2.0993 0.471
H 1.3939 -1.5329 2.1068 0.365
H -0.9447 -1.0253 2.6945 0.372
I -6.6435 1.6866 -2.9264 -0.281
C -5.8664 -0.2249 -2.1681 -0.601
H -6.2538 -0.9159 -2.9182 0.375
H -6.4881 -0.3369 -1.2755 0.194
```